Record 1
An isolated ion of composition C6H12N and charge +1 in a non-equilibrium geometry. Source: OMol25; level of theory: wB97M-V/def2-TZVPD.

Output
Kohn-Sham gap in eV: 10.60
E_LUMO in eV: -4.33
Structure (SMILES): C=[N+]=C(C)CCC
Relative energy (zero: lowest compared OMol25 entry of this formula, charge and spin) in kcal per mole: 52.3

```
! wB97M-V def2-TZVPD RIJCOSX def2/J DEFGRID3
* xyz 1 1
C 0.88813 1.26709 -3.21072
N 0.43007 0.77996 -2.20791
C -0.11886 0.15284 -1.29937
C -1.14516 -0.91352 -1.69047
C 0.31505 0.32524 0.18510
C -0.29929 -0.46364 1.49044
C 0.41029 0.12357 2.64453
H 1.84898 0.92763 -3.57659
H 0.54163 2.23363 -3.56752
H -0.71024 -1.84418 -1.59079
H -1.55639 -0.79509 -2.66712
H -1.86467 -0.78365 -0.94386
H 0.10656 1.34163 0.47204
H 1.44043 0.15643 0.20718
H -0.27035 -1.48330 1.49066
H -1.25114 -0.09625 1.50202
H -0.17989 -0.00687 3.62086
H 0.31412 1.21242 2.69148
H 1.38402 -0.24414 2.79504
*
```

Atom charges from the natural (NBO) analysis, given in e for atoms 1 to 4:
1. C 0.070
2. N -0.254
3. C 0.455
4. C -0.634

---

Record 2
An isolated ion of composition C6H12N and charge +1 in a non-equilibrium geometry. Source: OMol25; level of theory: wB97M-V/def2-TZVPD.

Output
Kohn-Sham gap (alpha / beta) in eV: 8.58 / 8.63
E_LUMO (alpha / beta) in eV: -4.03 / -3.99
Relative energy (zero: lowest compared OMol25 entry of this formula, charge and spin) in kcal per mole: 143.0

```
! wB97M-V def2-TZVPD RIJCOSX def2/J DEFGRID3
* xyz 1 1
C -2.10491 0.46234 -0.01888
C -2.61243 -0.70991 0.18770
C -0.82350 0.30802 0.61004
C 0.71615 0.87498 -1.27403
C 0.41752 -1.37679 -0.24635
C 1.48930 0.41418 1.00094
N 0.42716 0.06771 -0.02686
H -2.49311 1.33498 -0.61068
H -2.90564 -1.56969 0.84586
H -0.84943 0.25044 1.69590
H 1.60047 0.66526 -1.93574
H -0.07254 0.91305 -2.13086
H 0.79084 1.94860 -1.13436
H 1.31045 -1.82827 -0.65835
H 0.11412 -1.72130 0.79147
H -0.41029 -1.63799 -0.98077
H 1.45339 -0.36550 1.86113
H 2.55781 0.42534 0.68467
H 1.39464 1.54455 1.33917
*
```

Atom charges from the natural (NBO) analysis, given in e for atoms 1 to 4:
1. C -0.283
2. C -0.016
3. C -0.122
4. C -0.479

---

Record 3
An isolated ion of composition C6H12N and charge +1 in a non-equilibrium geometry. Source: OMol25; level of theory: wB97M-V/def2-TZVPD.

Output
Kohn-Sham gap in eV: 8.01
E_LUMO in eV: -4.69
Relative energy (zero: lowest compared OMol25 entry of this formula, charge and spin) in kcal per mole: 121.3

```
! wB97M-V def2-TZVPD RIJCOSX def2/J DEFGRID3
* xyz 1 1
C -0.97921 0.13791 -0.41105
C -2.24934 -0.89228 -0.46344
C 0.30996 0.45794 0.45215
C -2.33122 -1.97841 0.47587
C 2.06636 0.90620 -1.29543
C 1.64312 0.21807 -0.09455
N 0.14107 1.22752 1.47966
H -0.59109 -0.09278 -1.40592
H -1.41485 1.14503 -0.48177
H -2.78890 -1.27612 1.22387
H -1.66600 -2.54145 1.07255
H -3.05291 -2.82970 0.26535
H 1.40280 0.60929 -2.07288
H 3.06700 0.58409 -1.51726
H 2.10019 2.08573 -1.31976
H 2.58490 0.17294 0.59647
H 1.62534 -0.85645 -0.33506
H -0.76965 1.33828 1.84034
H 0.90244 1.58419 1.99086
*
```

Atom charges from the natural (NBO) analysis, given in e for atoms 1 to 4:
1. C -0.656
2. C 0.246
3. C 0.534
4. C -0.807

---

Record 4
An isolated ion of composition C6H12N and charge +1. Source: OMol25; level of theory: wB97M-V/def2-TZVPD.

Output
Kohn-Sham gap in eV: 8.82
E_LUMO in eV: -5.33
Structure (SMILES): C=[NH+]/C=C/CCC
Relative energy (zero: lowest compared OMol25 entry of this formula, charge and spin) in kcal per mole: 33.4

```
! wB97M-V def2-TZVPD RIJCOSX def2/J DEFGRID3
* xyz 1 1
C -2.01347 -3.21542 -1.15258
N -1.84998 -2.02370 -0.72200
C -0.60100 -1.39920 -0.51102
C -0.41611 -0.29594 0.20804
C 0.94240 0.26945 0.41721
C 1.04672 1.75186 -0.03771
C 1.38009 2.75152 1.08251
H -1.18032 -3.72182 -1.62054
H -2.96226 -3.72476 -1.09231
H -2.69562 -1.52711 -0.44091
H 0.23422 -1.87104 -1.00931
H -1.22211 0.19793 0.74307
H 1.15419 0.25633 1.48309
H 1.71417 -0.32135 -0.06195
H 1.86395 1.79135 -0.75642
H 0.20381 2.09365 -0.63950
H 1.78510 2.20919 1.93633
H 0.49414 3.29500 1.40526
H 2.12206 3.48407 0.76873
*
```

Atom charges from the natural (NBO) analysis, given in e for atoms 1 to 4:
1. C 0.099
2. N -0.380
3. C -0.123
4. C -0.043

---

Record 5
A 2-piece molecular cluster, C6H12N overall. Source: OMol25; level of theory: wB97M-V/def2-TZVPD.

Output
Kohn-Sham gap in eV: 7.48
E_LUMO in eV: -4.95
Relative energy (zero: lowest compared OMol25 entry of this formula, charge and spin) in kcal per mole: 48.5

```
! wB97M-V def2-TZVPD RIJCOSX def2/J DEFGRID3
* xyz 1 1
C -1.16374 1.08464 3.19505
C -0.74887 0.02626 2.49476
C 0.56150 0.06028 1.84608
C 1.01038 -0.90761 1.03395
H -0.53555 1.95250 3.34548
H -2.17185 1.15401 3.58007
H -1.36877 -0.85280 2.37523
H 1.17993 0.90719 2.12300
H 1.90820 -0.76587 0.44641
H 0.43949 -1.82296 0.91569
C -0.50161 0.76110 -2.81804
C 0.90013 -1.15396 -2.15395
N 0.10589 -0.20199 -1.89454
H -0.23486 1.76037 -2.47977
H -1.57810 0.62872 -2.75063
H -0.11438 0.60241 -3.81957
H 1.21328 -1.33361 -3.17693
H 1.15448 -1.85275 -1.37328
H -0.05555 -0.04593 -0.88900
*
```

Atom charges from the natural (NBO) analysis, given in e for atoms 1 to 4:
1. C -0.301
2. C -0.267
3. C -0.159
4. C -0.501

---

Record 6
An isolated ion of composition C6H12N and charge +1 in a non-equilibrium geometry. Source: OMol25; level of theory: wB97M-V/def2-TZVPD.

Output
Kohn-Sham gap in eV: 8.83
E_LUMO in eV: -5.49
Structure (SMILES): C=[NH+]/C=C/CCC
Relative energy (zero: lowest compared OMol25 entry of this formula, charge and spin) in kcal per mole: 41.9

```
! wB97M-V def2-TZVPD RIJCOSX def2/J DEFGRID3
* xyz 1 1
C 1.45893 -2.95109 -1.15831
N 0.64721 -1.97066 -1.02272
C 0.39865 -1.28705 0.18206
C -0.36048 -0.19843 0.25779
C -0.37402 0.85335 1.30211
C -1.16742 2.11888 0.90159
C -0.55134 2.87294 -0.28243
H 1.79018 -3.44923 -0.25947
H 1.83945 -3.26355 -2.12144
H 0.04221 -1.77971 -1.81993
H 0.90060 -1.72687 1.03481
H -0.80496 0.04320 -0.71090
H 0.62015 1.25370 1.46699
H -0.77520 0.50239 2.23296
H -1.18235 2.67247 1.83802
H -2.22991 1.96466 0.69445
H 0.51057 2.96219 -0.08674
H -0.87799 2.49776 -1.24278
H -0.88818 3.91081 -0.20879
*
```

Atom charges from the natural (NBO) analysis, given in e for atoms 1 to 4:
1. C 0.095
2. N -0.388
3. C -0.098
4. C -0.036

---

Record 7
A 2-piece molecular cluster, C6H12N2 overall in a non-equilibrium geometry. Source: OMol25; level of theory: wB97M-V/def2-TZVPD.

Output
Kohn-Sham gap in eV: 8.85
E_LUMO in eV: 0.71
Structure (SMILES): Cc1c[nH]cn1.CC
Relative energy (zero: lowest compared OMol25 entry of this formula, charge and spin) in kcal per mole: 65.6

```
! wB97M-V def2-TZVPD RIJCOSX def2/J DEFGRID3
* xyz 0 1
C 1.26792 2.11066 1.16944
C 1.18415 1.17744 0.00494
C 1.92702 -0.04283 -0.14802
N 1.15341 -0.87501 -1.01542
C 0.05713 -0.10459 -1.40896
N 0.06679 1.21413 -0.72575
H 1.84157 3.03468 0.79313
H 1.38044 1.57185 2.02098
H 0.27181 2.49906 1.35819
H 2.80000 -0.32933 0.31736
H 1.46936 -1.87847 -1.42784
H -0.68144 -0.40233 -2.14036
C -2.09530 -2.04257 1.27155
C -2.57138 -0.85795 0.22666
H -1.88687 -2.93754 0.68032
H -1.20419 -1.70658 1.77202
H -2.93587 -1.97891 2.07316
H -3.24063 -0.19718 0.85281
H -3.09341 -1.21956 -0.67973
H -1.87943 -0.27058 -0.12557
*
```

Atom charges from the natural (NBO) analysis, given in e for atoms 1 to 4:
1. C -0.658
2. C 0.123
3. C -0.153
4. N -0.529

---

Record 8
The molecule C6H12N2 in a non-equilibrium geometry. Source: OMol25; level of theory: wB97M-V/def2-TZVPD.

Output
Kohn-Sham gap in eV: 9.15
E_LUMO in eV: 1.01
Structure (SMILES): [H]/N=C\CN(C)C(=C)C
Relative energy (zero: lowest compared OMol25 entry of this formula, charge and spin) in kcal per mole: 44.9

```
! wB97M-V def2-TZVPD RIJCOSX def2/J DEFGRID3
* xyz 0 1
H -1.34078 0.44217 -0.79359
N -1.19128 1.40991 -1.33081
C 0.01094 1.72234 -1.32926
C 1.13097 0.97325 -0.50587
N 0.62667 0.12838 0.52575
C 0.35340 0.80350 1.77488
C -0.38435 -0.90399 0.11539
C -1.29481 -1.39037 0.96621
C 0.09775 -1.73527 -1.04603
H 0.39247 2.50585 -1.97414
H 1.76852 1.75419 -0.08346
H 1.70136 0.38576 -1.23427
H 0.26822 0.05893 2.56591
H 1.18423 1.46506 2.01709
H -0.56654 1.40507 1.75134
H -1.65819 -0.84659 1.82049
H -1.75018 -2.34879 0.78975
H 1.16123 -1.94688 -0.96998
H -0.06624 -1.20601 -1.98411
H -0.44339 -2.67650 -1.07529
*
```

Atom charges from the natural (NBO) analysis, given in e for atoms 1 to 4:
1. H 0.356
2. N -0.602
3. C 0.113
4. C -0.291